Computed, not measured: C26H21ClIMnN6O2S as an isolated structure, with the ωB97M-V functional and the def2-TZVPD basis.

Computed properties:
ΔE to the lowest compared entry with this formula, charge and spin: 195.9 kJ/mol
Lowest unoccupied orbital energy (spin up / spin down): 2.354 / 2.328 eV
Orbital gap (spin up / spin down): 4.23 / 6.61 eV
Electronic energy: -103120.542 eV

```
! RIJCOSX wB97M-V def2-TZVPD def2/J DEFGRID3
* xyz -1 6
Mn 0.63864 -1.56521 -0.33713
N -0.01746 -0.55523 1.37821
C -0.26802 -1.37381 2.50799
C 0.38436 -1.13827 3.70968
C 0.16092 -1.97090 4.79606
C -0.71842 -3.03653 4.67844
C -1.36705 -3.26754 3.47380
C -1.15697 -2.44667 2.37012
C -1.82718 -2.69717 1.06625
C -3.12477 -3.21716 1.05246
C -3.76544 -3.51104 -0.13906
C -3.10857 -3.28981 -1.34273
C -1.82774 -2.75741 -1.33566
C -1.17667 -2.44143 -0.14650
H 0.69611 0.21986 1.43003
H -0.86548 -0.10151 1.03087
H 1.06891 -0.30161 3.78021
H 0.67873 -1.78915 5.72914
H -0.88591 -3.69983 5.51737
H -2.02263 -4.12338 3.37608
H -3.64443 -3.37418 1.99057
H -4.77328 -3.90752 -0.12868
H -3.59290 -3.52697 -2.28225
H -1.32345 -2.58892 -2.28181
Cl 4.48177 4.58778 -2.18783
C 3.86719 3.04882 -1.61586
C 4.43974 1.89724 -2.11538
C 3.93000 0.67502 -1.71052
I 4.70575 -1.07788 -2.55580
C 2.86016 0.54713 -0.80920
O 2.33767 -0.65764 -0.62094
C 2.35919 1.74176 -0.22443
N 1.39713 1.63336 0.75019
C 0.81291 2.76739 1.19547
C 1.14515 4.02809 0.76804
C 2.18197 4.18182 -0.16969
C 2.82050 3.02258 -0.67222
H 5.25722 1.95363 -2.82014
H 0.04014 2.63048 1.95060
H 0.62785 4.88973 1.17234
H 2.49567 5.15794 -0.50706
O 2.22081 -5.42655 -1.43036
C 1.80251 -4.35855 -1.11674
N 1.39040 -3.29272 -0.80384
C -3.58758 3.00189 -1.37857
C -2.17828 3.12744 -0.79732
C -1.25571 2.07958 -1.32892
N -1.17845 0.88698 -0.85452
N -0.25262 0.11155 -1.50297
C 0.32396 0.72298 -2.50148
N 1.21909 0.12218 -3.32860
S -0.20302 2.35649 -2.68697
H -4.24317 3.76603 -0.95963
H -4.00460 2.02195 -1.14850
H -3.57667 3.11936 -2.46319
H -2.19926 3.01741 0.28721
H -1.76074 4.11276 -1.01013
H 1.69024 -0.67398 -2.90836
H 1.87176 0.73931 -3.78816
*
```

---

Computed, not measured: one molecule with the formula C5H10N2O, with the ωB97M-V functional and the def2-TZVPD basis.

Computed properties:
ΔE to the lowest compared entry with this formula, charge and spin: 187.6 kJ/mol
Lowest unoccupied orbital energy: 0.935 eV
Orbital gap: 7.55 eV
Electronic energy: -10373.361 eV

```
! RIJCOSX wB97M-V def2-TZVPD def2/J DEFGRID3
* xyz 0 1
C 1.47418 -0.90941 -1.65678
C 0.44890 -0.87998 -0.56611
C 0.63481 -0.24992 0.63535
N 1.85442 0.00561 1.22087
N -2.57100 1.58391 0.56423
C -0.53011 0.39131 1.19128
C -1.34818 1.02470 0.30195
O -0.67399 -1.64322 -0.86038
H -1.14152 -1.79344 -0.01943
H 1.95089 0.91050 1.66644
H 2.67057 -0.30981 0.71165
H -3.05825 1.20896 1.36966
H -3.16269 1.70037 -0.25424
H -0.71859 0.37613 2.25808
H -1.00146 1.29096 -0.69793
H 2.07539 -1.82015 -1.64627
H 0.96142 -0.84822 -2.62447
H 2.13517 -0.03830 -1.59389
*
```

---

Computed, not measured: C27H22BiN4OS as an isolated structure, with the ωB97M-V functional and the def2-TZVPD basis.

Computed properties:
ΔE to the lowest compared entry with this formula, charge and spin: 0.5 kJ/mol
Lowest unoccupied orbital energy: -3.362 eV
Orbital gap: 7.63 eV
Electronic energy: -53034.215 eV

```
! RIJCOSX wB97M-V def2-TZVPD def2/J DEFGRID3
* xyz 1 1
Bi 0.04402 -0.59418 -0.07263
C -4.45608 -1.48426 -1.04733
C -2.96441 -1.43250 -1.02894
N -2.29432 -0.76299 -0.16172
N -2.97251 -0.06885 0.80560
C -2.16078 0.48970 1.67016
O -0.86712 0.40451 1.63803
C -2.75638 1.26114 2.78370
C -1.92213 1.88491 3.70801
C -2.46700 2.60448 4.75919
C -3.84492 2.70334 4.89034
C -4.67949 2.08442 3.96842
C -4.13990 1.36454 2.91711
C -2.19197 -2.20772 -2.03066
C -2.82609 -3.00810 -2.97037
C -2.05484 -3.73523 -3.86427
C -0.67668 -3.64319 -3.79831
C -0.12084 -2.81720 -2.83419
N -0.85668 -2.12045 -1.97507
H -4.86352 -0.81049 -0.30333
H -4.79745 -2.49949 -0.83338
H -4.83107 -1.20908 -2.03399
H -0.84989 1.81007 3.59032
H -1.81665 3.09006 5.47435
H -4.27068 3.26514 5.71129
H -5.75335 2.16454 4.07093
H -4.78047 0.87859 2.19532
H -3.90337 -3.06809 -3.00244
H -2.52939 -4.36776 -4.60231
H -0.03920 -4.19577 -4.47307
H 0.95440 -2.71958 -2.74217
C 3.33677 -5.20219 0.48676
C 3.31722 -3.97726 -0.21588
C 2.27476 -3.11165 -0.05399
C 1.19165 -3.40921 0.81331
C 0.08685 -2.53207 1.00572
C -0.91817 -2.86514 1.86978
C -0.88107 -4.08754 2.58122
C 0.16148 -4.94836 2.40788
C 1.22266 -4.63491 1.52158
C 2.31536 -5.51819 1.33342
H 4.16564 -5.88393 0.35243
H 4.13488 -3.72680 -0.87922
H 2.29080 -2.17008 -0.59794
H -1.76030 -2.20136 2.03139
H -1.68630 -4.33113 3.26179
H 0.19476 -5.88662 2.94813
H 2.32495 -6.45414 1.87862
S 3.26975 -0.41532 3.75712
C 4.14182 0.06990 2.37234
C 3.29851 0.19756 1.32019
N 1.98370 -0.08929 1.59915
C 1.83527 -0.42889 2.85211
H 5.20402 0.24429 2.40144
H 3.58006 0.50681 0.32455
H 0.87839 -0.69572 3.27724
*
```

---

Computed, not measured: one molecule with the formula C20H19ClN4OS, with the ωB97M-V functional and the def2-TZVPD basis.

Computed properties:
ΔE to the lowest compared entry with this formula, charge and spin: 0.0 kJ/mol
Lowest unoccupied orbital energy: 0.313 eV
Orbital gap: 9.01 eV
Electronic energy: -52412.756 eV

```
! RIJCOSX wB97M-V def2-TZVPD def2/J DEFGRID3
* xyz 0 1
O 1.28780 3.00362 -1.45644
Cl 7.39874 -1.43061 4.55690
N 2.71718 1.17194 0.37431
N 1.36992 0.37774 2.00407
S -1.14886 0.71684 1.12443
C 0.94714 1.85417 -1.15390
C 2.64335 0.56538 1.50580
C 0.60988 0.82085 1.06025
C -0.45049 -2.93227 -2.32100
C -1.54654 -2.09082 -2.52732
C 0.80888 -2.41981 -2.03206
C 6.21883 -0.13109 2.51155
C 4.74502 -1.08348 4.08113
C 5.12141 0.30938 1.73624
C 3.66190 -0.69072 3.36780
C -1.38889 -0.71256 -2.39124
C 0.96784 -0.99327 -1.94367
C 6.01386 -0.80174 3.69080
C 3.80352 0.04506 2.20858
C -0.14482 -0.13888 -2.07642
N 1.42006 1.28927 0.01525
N 0.02007 1.23731 -2.00914
C -0.85132 2.09536 -2.80066
C -1.55928 2.31814 1.93268
C -3.74884 3.46300 2.67430
C -4.09303 1.95936 2.63137
C -3.02280 2.51512 1.70528
H -0.57063 -4.00301 -2.42147
H -2.49817 -2.50834 -2.80906
H 1.67705 -3.06584 -1.95383
H 7.22494 0.02824 2.12971
H 4.57118 -1.62764 5.03214
H 5.29052 0.77396 0.75620
H 2.67630 -0.93187 3.83487
H -2.27640 -0.10924 -2.55646
H 1.96455 -0.58438 -1.76548
H -1.86325 2.11297 -2.39170
H -0.89016 1.68771 -3.81118
H -0.54544 3.11048 -2.90416
H -1.28172 2.31241 3.01803
H -1.02695 3.15073 1.46033
H -3.18822 3.82834 3.51286
H -4.53070 4.14351 2.35690
H -5.09080 1.70280 2.24578
H -3.79138 1.29445 3.44837
H -3.30907 2.70956 0.69139
*
```

---

Computed, not measured: one molecule with the formula C5H8NO3P, with the ωB97M-V functional and the def2-TZVPD basis.

Computed properties:
ΔE to the lowest compared entry with this formula, charge and spin: 414.1 kJ/mol
Lowest unoccupied orbital energy: 0.326 eV
Orbital gap: 7.68 eV
Electronic energy: -22232.998 eV

```
! RIJCOSX wB97M-V def2-TZVPD def2/J DEFGRID3
* xyz 0 1
C 0.51683 0.65110 -1.72921
C 1.40183 0.66711 -0.59344
C -0.02175 -0.58150 -1.88479
C 1.55693 -0.57352 -0.13329
C 0.51400 -1.45462 -0.75107
N -0.44055 -1.72326 0.28060
O -2.21677 -0.19947 2.23423
O -1.71085 1.22270 0.21913
O -0.15288 1.01544 2.28484
P -1.04249 0.19160 1.21537
H 0.26783 1.42718 -2.29463
H 1.93853 1.57896 -0.13179
H -0.65725 -0.90863 -2.56952
H 2.15559 -0.75798 0.76800
H 0.80799 -2.36730 -1.24509
H -1.83517 -0.68720 2.93726
H -1.68113 0.91859 -0.68706
H 0.59933 1.58078 2.08044
*
```

---

Computed, not measured: one molecule with the formula CH2O2, with the ωB97M-V functional and the def2-TZVPD basis.

Computed properties:
ΔE to the lowest compared entry with this formula, charge and spin: 26.8 kJ/mol
Lowest unoccupied orbital energy: 0.920 eV
Orbital gap: 12.15 eV
Electronic energy: -5164.136 eV

```
! RIJCOSX wB97M-V def2-TZVPD def2/J DEFGRID3
* xyz 0 1
C 0.17561 -0.41425 -0.09318
H -0.27952 1.33857 0.32677
H -0.36327 -1.37097 -0.43836
O -0.81410 0.57111 -0.09040
O 1.28128 -0.12447 0.29518
*
```